Arrangement one

9
Properties=species:S:1:pos:R:3 method="wB97M-V/def2-TZVPD" lumo_ev="-1.45 / -1.64" e_homo_ev="-9.5 / -9.3" gap_ev="8.01 / 7.68"
C 0.094 -1.353 -0.249
C -0.609 -0.093 -0.109
N 1.530 1.813 0.266
N -1.738 0.084 0.385
O -0.321 -2.445 0.001
O -2.655 0.827 0.556
S 0.385 1.459 -0.762
H 1.164 -1.310 -0.738
H 2.151 1.017 0.651

Arrangement two

9
Properties=species:S:1:pos:R:3 method="wB97M-V/def2-TZVPD" lumo_ev="-1.42 / -1.43" e_homo_ev="-8.9 / -8.8" gap_ev="7.48 / 7.36"
C -1.007 0.594 -1.003
C -0.705 -0.697 -0.798
N -0.855 -0.790 0.586
N 2.038 -0.097 0.463
O 2.794 -0.084 -0.484
O 1.698 0.690 1.295
S -1.666 0.694 0.640
H -1.094 1.380 -1.744
H -1.202 -1.690 1.046

Which is the most stable structure? arrangement one is the most stable.

Arrangement one

84
Properties=species:S:1:pos:R:3 method="wB97M-V/def2-TZVPD" lumo_ev=0.44 e_homo_ev=-11.2 gap_ev=11.63
C -0.359 1.332 0.591
C 0.213 0.592 -0.598
O 1.013 -0.559 -0.260
C 0.326 -1.669 0.125
O -0.850 -1.805 0.043
C 1.261 -2.832 0.566
F 1.170 -3.777 -0.374
F 2.510 -2.448 0.629
F 0.850 -3.322 1.736
H -1.071 0.744 1.169
H -0.834 2.203 0.134
H 0.406 1.654 1.298
H 0.879 1.223 -1.188
H -0.551 0.292 -1.319
C 0.470 -0.444 -5.424
C 0.164 -0.444 -3.916
O -0.595 -1.527 -3.424
C -1.930 -1.556 -3.419
O -2.591 -0.770 -4.031
C -2.604 -2.796 -2.806
F -1.746 -3.603 -2.162
F -3.590 -2.526 -1.960
F -3.084 -3.518 -3.834
H 1.035 0.414 -5.774
H -0.382 -0.787 -6.013
H 1.141 -1.287 -5.631
H -0.322 0.498 -3.650
H 1.132 -0.461 -3.420
C 3.021 -0.270 3.414
C 3.483 0.651 2.317
O 4.871 0.880 2.283
C 5.534 1.428 3.304
O 5.039 1.786 4.328
C 7.002 1.686 2.942
F 7.290 1.271 1.703
F 7.215 2.995 3.009
F 7.821 1.092 3.810
H 3.364 0.072 4.390
H 3.450 -1.272 3.342
H 1.940 -0.372 3.508
H 3.030 1.646 2.437
H 3.115 0.401 1.321
C -5.715 -2.085 6.473
C -5.505 -0.845 5.597
O -5.150 -1.214 4.283
C -4.573 -0.363 3.471
O -4.170 0.726 3.768
C -4.300 -0.943 2.068
F -3.011 -0.732 1.802
F -4.611 -2.225 1.966
F -4.976 -0.307 1.099
H -6.071 -1.737 7.443
H -4.845 -2.722 6.605
H -6.542 -2.683 6.085
H -4.757 -0.223 6.097
H -6.360 -0.165 5.596
C -2.529 3.674 2.610
C -3.486 3.204 1.505
O -4.240 4.275 0.974
C -3.698 5.046 0.044
O -2.650 4.833 -0.497
C -4.668 6.148 -0.395
F -3.983 7.137 -0.951
F -5.502 5.631 -1.306
F -5.355 6.630 0.636
H -2.974 4.461 3.216
H -1.596 3.979 2.135
H -2.304 2.882 3.325
H -4.237 2.589 2.001
H -3.036 2.548 0.760
C 5.242 -3.613 -6.463
C 4.534 -2.404 -5.913
O 4.466 -2.425 -4.497
C 3.898 -1.405 -3.878
O 3.430 -0.433 -4.396
C 4.022 -1.528 -2.342
F 5.165 -2.179 -2.052
F 3.980 -0.367 -1.733
F 3.029 -2.321 -1.907
H 6.257 -3.719 -6.080
H 5.312 -3.481 -7.543
H 4.682 -4.527 -6.269
H 3.512 -2.416 -6.298
H 5.077 -1.513 -6.235

Arrangement two

84
Properties=species:S:1:pos:R:3 method="wB97M-V/def2-TZVPD" lumo_ev=0.56 e_homo_ev=-10.8 gap_ev=11.38
C 14.274 -4.757 23.023
C 14.228 -3.773 21.905
O 15.419 -3.856 21.188
C 15.574 -2.878 20.321
O 14.818 -2.028 20.029
C 17.045 -3.040 19.794
F 17.523 -1.894 19.311
F 17.741 -3.523 20.794
F 16.985 -3.931 18.731
H 13.329 -4.576 23.546
H 15.053 -4.721 23.795
H 14.282 -5.807 22.761
H 14.294 -2.805 22.329
H 13.326 -3.801 21.250
C 14.307 0.376 16.859
C 14.352 0.575 18.359
O 12.957 0.240 18.784
C 12.658 0.505 20.033
O 13.292 1.084 20.889
C 11.236 -0.050 20.278
F 11.579 -1.232 20.857
F 10.668 0.735 21.165
F 10.523 -0.256 19.208
H 15.246 0.525 16.357
H 13.498 0.987 16.500
H 14.052 -0.679 16.730
H 14.507 1.636 18.613
H 15.104 0.020 18.919
C 11.033 -8.498 18.496
C 12.417 -8.518 19.096
O 12.239 -8.716 20.539
C 11.771 -7.618 21.176
O 11.618 -6.542 20.680
C 11.365 -8.108 22.616
F 12.130 -7.553 23.582
F 10.102 -7.796 22.833
F 11.458 -9.420 22.761
H 11.002 -8.212 17.377
H 10.513 -7.693 19.018
H 10.524 -9.445 18.577
H 13.038 -7.625 18.988
H 12.980 -9.408 18.885
C 5.632 -5.278 13.383
C 5.180 -6.653 12.971
O 5.278 -7.562 14.110
C 6.440 -7.949 14.536
O 7.466 -7.705 13.949
C 6.388 -8.627 15.906
F 7.582 -8.835 16.439
F 5.729 -7.863 16.821
F 5.645 -9.751 15.816
H 5.485 -4.716 12.451
H 6.687 -5.352 13.472
H 5.056 -4.845 14.213
H 5.740 -6.978 12.124
H 4.101 -6.729 12.899
C 3.574 -2.484 23.953
C 4.578 -1.990 22.950
O 5.898 -1.923 23.471
C 6.207 -1.008 24.345
O 5.655 0.048 24.596
C 7.530 -1.361 25.147
F 7.990 -2.548 24.853
F 8.481 -0.445 24.979
F 7.182 -1.405 26.457
H 2.571 -2.288 23.555
H 3.688 -1.944 24.892
H 3.699 -3.567 24.056
H 4.215 -1.002 22.484
H 4.531 -2.662 22.113
C 10.024 -3.889 22.476
C 8.890 -3.254 21.650
O 8.944 -3.662 20.289
C 8.393 -4.837 19.891
O 7.644 -5.524 20.496
C 8.877 -5.194 18.410
F 8.203 -6.218 17.985
F 8.689 -4.232 17.593
F 10.212 -5.467 18.391
H 10.100 -4.948 22.276
H 9.775 -3.610 23.506
H 10.939 -3.371 22.144
H 9.053 -2.210 21.626
H 7.956 -3.495 22.091

Which is the most stable structure? arrangement one is the most stable.